No. 1
A cluster of 11 separate species, C44H77N11 in total in a non-equilibrium geometry. Source: OMol25; level of theory: wB97M-V/def2-TZVPD.

```
132
Properties=species:S:1:pos:R:3:mulliken_charge:R:1
C 1.142 1.959 4.425 -0.690
C 1.844 1.583 5.704 -0.346
C 1.455 2.514 6.830 -0.596
C 1.913 3.888 6.649 0.252
N 2.201 4.993 6.537 -0.448
H 1.289 2.976 4.061 0.415
H 0.067 1.786 4.487 0.429
H 1.463 1.323 3.600 -0.256
H 2.926 1.575 5.577 0.255
H 1.520 0.556 5.876 0.321
H 1.952 2.190 7.744 0.322
H 0.386 2.496 7.043 0.329
C 1.707 3.011 -2.839 -0.711
C 2.504 3.550 -4.051 -0.600
C 2.651 5.064 -4.135 -0.605
C 1.346 5.760 -4.221 0.357
N 0.299 6.264 -4.320 -0.507
H 0.632 3.183 -2.896 0.309
H 1.983 3.453 -1.882 0.511
H 1.870 1.933 -2.842 -0.008
H 2.070 3.154 -4.969 0.302
H 3.477 3.059 -4.064 0.323
H 3.229 5.378 -5.004 0.382
H 3.172 5.358 -3.223 0.277
C -4.500 -1.649 1.679 -0.638
C -4.474 -2.237 3.108 -0.762
C -3.108 -2.714 3.434 0.762
C -2.117 -1.587 3.593 0.063
N -1.345 -0.755 3.737 -0.502
H -5.451 -1.158 1.472 0.483
H -4.344 -2.392 0.897 0.061
H -3.788 -0.841 1.512 0.056
H -5.201 -3.047 3.061 0.335
H -4.717 -1.473 3.847 0.344
H -2.632 -3.326 2.668 -0.714
H -3.016 -3.362 4.306 0.589
C 0.168 -1.414 -4.215 -0.480
C -0.639 -0.253 -4.804 0.031
C -1.245 -0.506 -6.214 -0.466
C -1.881 -1.857 -6.297 0.170
N -2.326 -2.919 -6.466 -0.499
H 0.973 -1.751 -4.868 0.415
H -0.472 -2.286 -4.082 0.282
H 0.654 -1.151 -3.276 -0.291
H -0.077 0.676 -4.708 0.244
H -1.485 -0.076 -4.140 -0.104
H -0.407 -0.520 -6.911 0.402
H -1.973 0.282 -6.408 0.328
C -0.561 -1.346 -0.368 -0.551
C -0.136 0.079 -0.601 0.458
C -0.747 0.962 0.522 0.746
C -0.264 2.340 0.469 -0.280
N 0.103 3.469 0.410 -0.566
H -0.217 -2.012 -1.159 0.364
H -1.633 -1.513 -0.260 -0.068
H -0.065 -1.723 0.526 -0.083
H -0.384 0.485 -1.581 0.067
H 0.953 0.123 -0.608 -0.070
H -0.423 0.569 1.486 -0.246
H -1.831 1.067 0.477 0.246
C -2.654 6.996 -2.465 -1.233
C -1.772 6.175 -1.565 -0.038
C -1.974 6.340 -0.023 -0.124
C -3.294 5.781 0.306 0.167
N -4.342 5.356 0.573 -0.209
H -3.675 6.906 -2.093 0.435
H -2.632 6.647 -3.498 0.375
H -2.308 8.027 -2.394 0.350
H -0.764 6.505 -1.815 0.252
H -1.969 5.145 -1.863 0.255
H -1.854 7.383 0.270 0.399
H -1.271 5.797 0.608 0.249
C -5.386 -3.854 -2.022 -1.274
C -4.030 -3.403 -2.688 -0.058
C -4.019 -2.072 -3.398 0.331
C -3.826 -0.923 -2.492 0.251
N -3.721 -0.027 -1.771 -0.533
H -5.757 -3.157 -1.270 0.243
H -5.305 -4.820 -1.523 0.256
H -6.179 -3.977 -2.760 0.446
H -3.771 -4.196 -3.390 0.459
H -3.261 -3.441 -1.916 -0.090
H -5.040 -2.005 -3.774 0.356
H -3.463 -1.949 -4.327 -0.436
C 3.965 3.957 2.936 -0.831
C 5.239 3.223 2.399 -0.572
C 5.170 1.611 2.321 -0.332
C 4.226 1.160 1.327 0.165
N 3.464 0.837 0.500 -0.402
H 3.037 3.784 2.391 0.093
H 4.088 5.039 2.890 0.409
H 3.708 3.822 3.987 0.207
H 6.017 3.492 3.113 0.361
H 5.485 3.656 1.429 0.321
H 4.916 1.206 3.300 0.168
H 6.140 1.161 2.112 0.408
C 1.485 -4.401 2.891 -1.385
C 1.213 -2.900 3.218 0.609
C 2.085 -1.867 2.464 1.166
C 3.551 -1.904 2.734 -0.104
N 4.694 -1.884 2.957 -0.594
H 1.346 -4.696 1.851 0.319
H 0.732 -4.980 3.426 0.300
H 2.483 -4.699 3.213 0.417
H 1.435 -2.749 4.275 0.490
H 0.180 -2.583 3.080 -0.670
H 1.865 -0.840 2.754 -0.772
H 1.974 -1.908 1.380 0.167
C 3.504 -1.568 -2.862 -0.871
C 4.988 -1.616 -2.563 -0.690
C 5.580 -0.206 -2.733 -0.039
C 5.473 0.325 -4.109 0.165
N 5.388 0.775 -5.175 -0.511
H 3.089 -0.737 -2.292 -0.001
H 2.956 -2.465 -2.574 0.514
H 3.409 -1.455 -3.942 0.351
H 5.462 -2.402 -3.151 0.362
H 5.127 -1.869 -1.512 0.361
H 6.642 -0.201 -2.488 0.357
H 5.129 0.479 -2.016 0.009
C -2.750 -6.480 3.277 -1.149
C -3.879 -6.184 2.246 -0.388
C -3.363 -6.032 0.824 0.168
C -2.292 -5.039 0.661 0.147
N -1.485 -4.226 0.502 -0.339
H -3.188 -6.554 4.273 0.372
H -1.828 -5.902 3.214 0.108
H -2.412 -7.502 3.108 0.454
H -4.515 -5.363 2.577 0.054
H -4.561 -7.031 2.175 0.452
H -4.209 -5.750 0.197 -0.275
H -2.987 -6.956 0.384 0.482
```

Output
Frontier orbital gap (alpha / beta) ... 10.68 / 2.62 eV
HOMO (alpha / beta) ... -0.476 / -0.476 Eh
Calculated total energy ... -63254.65489 eV
Largest force on an atom ... 0.0811 Eh/bohr
<S²> ... 0.76
2S+1 ... 2
Relative energy (zero: lowest compared OMol25 entry of this formula, charge and spin) ... 0.0000 eV
Charge ... +1

=====

No. 2
A structure of composition C44H78BaN3O20 in a non-equilibrium geometry. Source: OMol25; level of theory: wB97M-V/def2-TZVPD.

```
146
Properties=species:S:1:pos:R:3:mulliken_charge:R:1
Ba 0.412 2.135 -3.452 0.786
C 0.260 -1.087 -0.133 0.207
C 0.766 -0.171 -1.226 -0.780
O 1.172 0.988 -0.949 0.754
O 0.455 -0.450 -2.410 -1.280
H -0.212 -0.540 0.685 -0.525
H 1.074 -1.607 0.384 0.300
H -0.413 -1.854 -0.509 0.357
C 1.649 -4.036 -1.037 -0.249
C 2.880 -4.343 -0.481 -0.628
C 4.034 -4.232 -1.238 -0.268
C 3.968 -3.934 -2.598 -0.467
C 2.709 -3.759 -3.165 -0.134
C 1.551 -3.832 -2.404 -0.299
N 5.147 -3.789 -3.424 1.024
O 5.009 -3.443 -4.580 -0.611
O 6.220 -4.040 -2.916 -0.599
H 0.785 -4.080 -0.388 0.529
H 2.972 -4.496 0.586 0.416
H 5.007 -4.379 -0.787 0.543
H 2.665 -3.548 -4.226 0.465
H 0.611 -3.736 -2.928 0.361
C 4.796 -1.188 1.015 -0.767
C 3.958 -0.204 0.513 0.196
C 4.121 1.089 1.016 0.544
C 5.141 1.380 1.911 -0.806
C 5.918 0.382 2.475 -0.419
C 5.748 -0.916 2.001 -0.924
N 5.239 2.746 2.478 1.129
O 6.204 2.969 3.178 -0.641
O 4.360 3.537 2.208 -0.618
H 4.702 -2.162 0.548 0.267
H 3.211 -0.373 -0.248 0.713
H 3.487 1.891 0.661 0.158
H 6.567 0.624 3.302 0.531
H 6.309 -1.723 2.452 0.437
C -5.069 -1.005 -0.901 -0.868
C -3.902 -1.761 -0.744 -0.472
C -3.457 -2.515 -1.833 -0.037
C -4.177 -2.547 -3.001 -0.437
C -5.315 -1.765 -3.206 -0.420
C -5.740 -1.006 -2.113 -0.691
N -3.690 -3.390 -4.119 1.217
O -4.393 -3.491 -5.093 -0.647
O -2.640 -3.965 -3.955 -0.629
H -5.329 -0.353 -0.078 0.654
H -3.321 -1.745 0.168 0.778
H -2.530 -3.064 -1.752 0.537
H -5.842 -1.738 -4.146 0.544
H -6.618 -0.397 -2.286 0.446
C 2.566 4.168 -0.911 -0.875
O 2.570 3.372 -2.087 0.353
C 3.860 2.882 -2.439 -0.306
C 3.886 2.174 -3.781 -0.975
O 2.936 1.140 -3.882 0.282
C 3.499 -0.131 -3.527 -1.229
H 1.551 4.119 -0.522 -0.028
H 2.728 5.234 -1.114 0.344
H 3.358 3.891 -0.216 0.514
H 4.347 2.312 -1.643 0.070
H 4.443 3.792 -2.643 0.501
H 4.902 1.890 -4.063 0.444
H 3.623 2.981 -4.480 0.258
H 4.176 -0.404 -4.342 0.531
H 2.710 -0.876 -3.459 0.048
H 4.080 -0.195 -2.604 0.550
C -2.208 1.738 -0.937 -0.681
O -1.659 2.742 -1.753 0.415
C -1.908 4.112 -1.402 -0.704
C -1.375 5.081 -2.478 -0.646
O -0.019 4.733 -2.718 0.408
C 0.847 5.791 -3.170 -0.992
H -3.284 1.857 -0.763 0.578
H -1.738 1.618 0.040 -0.035
H -2.148 0.784 -1.464 -0.101
H -1.440 4.293 -0.430 0.269
H -2.966 4.347 -1.246 0.437
H -1.612 6.124 -2.270 0.483
H -1.889 4.844 -3.418 0.172
H 1.834 5.360 -3.314 0.130
H 0.862 6.513 -2.354 0.362
H 0.533 6.213 -4.126 0.355
C -3.688 2.278 5.943 -0.817
O -3.026 1.976 4.730 -0.333
C -1.788 1.325 4.866 -0.717
C -1.087 1.250 3.528 0.645
O -0.753 2.523 3.019 -0.556
C 0.307 2.451 2.077 -0.177
H -3.019 2.501 6.779 0.330
H -4.270 1.381 6.185 0.266
H -4.325 3.147 5.797 0.250
H -1.822 0.335 5.330 0.282
H -1.079 1.892 5.486 0.401
H -1.832 0.856 2.816 -0.002
H -0.311 0.482 3.589 -0.070
H 1.244 2.133 2.540 0.255
H 0.490 3.464 1.715 0.295
H -0.086 1.856 1.250 -0.201
C -1.080 -2.290 3.216 0.154
O -2.396 -2.389 2.713 -0.042
C -3.322 -2.673 3.750 -0.240
C -4.730 -2.392 3.260 -0.488
O -5.067 -3.458 2.381 -0.321
C -6.352 -3.301 1.778 -0.806
H -0.609 -3.236 3.509 0.372
H -0.972 -1.698 4.131 -0.167
H -0.476 -1.778 2.469 -0.441
H -3.101 -2.246 4.733 0.027
H -3.236 -3.748 3.956 0.349
H -4.706 -1.439 2.724 0.218
H -5.455 -2.434 4.079 0.433
H -7.031 -3.724 2.529 0.361
H -6.351 -3.878 0.857 0.213
H -6.606 -2.255 1.586 0.330
C -1.294 -2.214 7.288 -0.942
O -0.394 -1.495 6.463 -0.034
C 0.946 -1.695 6.824 -0.665
C 1.791 -0.757 6.024 -0.574
O 1.591 -0.903 4.607 -0.273
C 2.703 -0.473 3.849 -0.873
H -1.132 -2.046 8.355 0.369
H -1.178 -3.294 7.145 0.338
H -2.294 -1.929 6.973 0.239
H 1.271 -2.740 6.726 0.353
H 1.112 -1.440 7.881 0.411
H 2.877 -0.815 6.129 0.525
H 1.480 0.265 6.282 0.200
H 3.572 -1.060 4.174 0.639
H 2.901 0.590 4.015 0.492
H 2.553 -0.760 2.812 -0.131
C 1.015 0.110 -6.513 -0.911
O 0.007 0.270 -5.539 0.273
C -1.312 0.147 -6.073 -0.826
C -2.243 -0.007 -4.909 -0.103
O -2.410 1.180 -4.139 0.437
C -3.412 2.132 -4.493 -0.806
H 1.966 -0.019 -5.998 0.100
H 1.118 0.926 -7.237 0.316
H 0.923 -0.772 -7.156 0.341
H -1.423 -0.701 -6.758 0.500
H -1.548 0.987 -6.739 0.321
H -1.912 -0.746 -4.177 -0.216
H -3.261 -0.318 -5.176 0.483
H -3.145 3.096 -4.071 -0.070
H -4.365 1.831 -4.055 0.242
H -3.495 2.163 -5.580 0.437
```

Output
Frontier orbital gap ... 8.41 eV
HOMO ... -0.405 Eh
Calculated total energy ... -92990.05740 eV
Largest force on an atom ... 0.0493 Eh/bohr
Relative energy (zero: lowest compared OMol25 entry of this formula, charge and spin) ... 1.3572 eV
Charge ... +1